Below is 2 unconnected molecules or ions with the total composition C10H19N2O2S in a non-equilibrium geometry, with properties calculated with ωB97M-V/def2-TZVPD.

As for the max |F|: 0.100 hartree/bohr. The energy above the lowest of the compared OMol25 structures with the same formula, charge and spin comes out at 0.000 eV. As for the total energy: -28587.025 eV. As for the net charge: -1. The value obtained for the HOMO-LUMO gap is 0.3007 Eh. The spin multiplicity is 1.

Element x y z (Å)
H 3.796 -1.962 2.089
C 0.951 -0.126 2.243
H 2.554 -3.224 0.460
H 0.168 -2.413 -0.259
N -1.631 1.143 1.532
H -1.306 1.514 0.683
H 0.573 0.850 2.365
C -2.613 2.652 -3.125
C 2.219 -2.244 0.464
C -0.728 1.431 -1.955
N -1.701 -1.318 2.485
H -2.718 3.413 -3.774
H 2.946 0.417 1.366
C 0.328 -0.585 0.957
C 2.469 -0.263 2.212
H -2.580 -1.853 2.421
H -0.162 0.539 -4.408
H -2.585 3.299 -2.153
H 2.090 -2.437 2.516
C 2.708 -1.748 1.878
H 2.828 -1.655 -0.198
H 2.988 0.051 3.118
H 0.162 -2.676 1.321
H -3.591 2.186 -2.924
H 0.799 -0.743 3.103
O -0.973 2.229 -1.032
H 0.535 -0.068 -0.078
S -1.582 -0.546 1.130
H -2.581 1.295 1.842
O 0.052 0.472 -1.935
H -1.552 1.548 -5.269
C -1.086 1.213 -4.444
C 0.706 -2.056 0.628
C -1.482 1.667 -3.259

Löwdin atomic charge list, values in e, 2 entries:
1 H 0.105
2 C -0.248